{
  "formula": "C3H5N5",
  "method": "wB97M-V/def2-TZVPD",
  "elements": ["C", "C", "C", "H", "H", "H", "H", "H", "N", "N", "N", "N", "N"],
  "xyz": [[1.1298, 0.2449, -0.1376], [-0.7696, -0.9277, 0.2531], [-2.3604, 0.5493, -0.1309], [1.6415, -1.1767, -1.0555], [2.7943, -0.6675, 0.0561], [0.9401, 2.0275, 0.8987], [-0.1256, -1.9156, 0.1556], [-3.2765, 1.0494, -0.1136], [1.8239, -0.9348, -0.1302], [1.7184, 1.3300, 0.4476], [-0.2155, 0.0252, -0.2909], [-2.1637, -0.7418, 0.4475], [-1.1367, 1.1379, -0.3998]],
  "forces_ev_per_angstrom": [[3.241, 5.421, 5.249], [-5.957, -7.780, 1.561], [6.665, -2.443, 2.211], [0.728, -2.114, -2.192], [-0.190, -0.508, -0.250], [2.124, -2.051, -2.124], [-2.104, 1.822, 1.475], [-1.072, 0.752, -0.164], [1.022, 1.186, -0.042], [-4.263, -1.649, -0.768], [-1.112, 8.184, -1.909], [2.547, 0.777, -2.064], [-1.627, -1.596, -0.983]],
  "gap_ha": 0.371,
  "relative_energy_kj_mol": 350.3,
  "e_lumo_ev": 0.2,
  "homo_ev": -9.8726,
  "charge": 0,
  "smiles": "[H]/N=C(/N)n1cncn1",
  "max_force_ev_per_a": 9.922
}


{
  "formula": "C32H65Cl22FN2O2P",
  "method": "wB97M-V/def2-TZVPD",
  "elements": ["C", "C", "C", "C", "C", "C", "N", "C", "O", "N", "C", "O", "F", "P", "C", "C", "H", "H", "H", "H", "H", "H", "H", "H", "H", "H", "H", "H", "H", "H", "H", "H", "H", "H", "H", "H", "H", "Cl", "C", "C", "Cl", "H", "H", "H", "H", "Cl", "C", "C", "Cl", "H", "H", "H", "H", "Cl", "C", "C", "Cl", "H", "H", "H", "H", "Cl", "C", "C", "Cl", "H", "H", "H", "H", "Cl", "C", "C", "Cl", "H", "H", "H", "H", "Cl", "C", "C", "Cl", "H", "H", "H", "H", "Cl", "C", "C", "Cl", "H", "H", "H", "H", "Cl", "C", "C", "Cl", "H", "H", "H", "H", "Cl", "C", "C", "Cl", "H", "H", "H", "H", "Cl", "C", "C", "Cl", "H", "H", "H", "H", "Cl", "C", "C", "Cl", "H", "H", "H", "H"],
  "xyz": [[2.8338, -1.0776, -0.5988], [3.2721, -1.0453, -2.0712], [2.4332, -0.0776, -2.9207], [1.3133, -0.7562, -3.7292], [-0.0518, -0.0909, -3.5613], [-0.5802, -0.3338, -2.1405], [-2.0710, -0.6908, -2.1028], [-2.8525, 0.3659, -2.7979], [-3.0851, 0.2722, -3.9425], [-3.2449, 1.4333, -1.9494], [-4.2965, 1.0797, -1.0520], [-4.1579, 0.7724, 0.0674], [-5.4690, 1.1536, -1.6714], [-2.2702, -2.4404, -2.8332], [-2.2825, -3.2802, -1.2156], [-4.0805, -2.4537, -3.1225], [2.1974, -1.9389, -0.3697], [2.2911, -0.1693, -0.3238], [3.6924, -1.1556, 0.0680], [4.3336, -0.8001, -2.1393], [3.1616, -2.0493, -2.4957], [3.0656, 0.5122, -3.5891], [1.9769, 0.6487, -2.2348], [1.2082, -1.7965, -3.3939], [1.5648, -0.7900, -4.7917], [0.0297, 0.9854, -3.7438], [-0.7507, -0.5036, -4.2921], [-0.0772, -1.1816, -1.6669], [-0.4571, 0.5273, -1.4771], [-2.3345, -0.7028, -1.1064], [-2.4606, 1.7457, -1.3761], [-2.7976, -4.2265, -1.3900], [-2.8585, -2.7284, -0.4668], [-1.2777, -3.4556, -0.8301], [-4.5992, -1.5231, -2.9021], [-4.5317, -3.2334, -2.5053], [-4.2418, -2.6876, -4.1744], [4.2234, 1.3199, 1.7407], [3.9105, 0.7147, 3.3861], [3.3840, -0.6970, 3.3891], [1.7556, -0.8080, 2.6609], [3.2062, 1.4000, 3.8517], [4.8530, 0.7456, 3.9303], [3.3006, -1.0512, 4.4150], [4.0315, -1.3669, 2.8285], [3.4678, -4.8054, -1.3602], [4.9194, -4.5123, -2.3625], [6.1693, -4.3599, -1.5349], [6.1184, -2.8864, -0.5234], [4.7309, -3.6124, -2.9418], [5.0238, -5.3598, -3.0381], [7.0307, -4.2670, -2.1924], [6.3197, -5.2064, -0.8701], [-1.4887, -0.9844, 1.3287], [-2.0251, -1.9832, 2.7327], [-2.7787, -1.1657, 3.7484], [-1.7447, 0.0614, 4.5209], [-1.1154, -2.4154, 3.1412], [-2.6642, -2.7736, 2.3394], [-3.1419, -1.8294, 4.5316], [-3.6317, -0.6567, 3.3066], [4.0297, 3.9539, -0.5630], [3.2405, 5.3581, 0.2044], [4.1422, 6.0496, 1.1938], [4.4436, 5.0534, 2.6421], [2.3301, 5.0042, 0.6819], [2.9854, 6.0536, -0.5934], [3.6760, 6.9720, 1.5353], [5.1083, 6.2844, 0.7546], [4.7498, -7.5530, -5.1369], [6.1584, -7.3643, -6.2175], [7.4451, -7.2410, -5.4424], [7.4937, -5.7225, -4.5032], [5.9817, -6.4847, -6.8308], [6.1981, -8.2457, -6.8547], [8.2917, -7.2256, -6.1257], [7.5645, -8.0590, -4.7372], [-9.3154, -0.4504, -3.8746], [-7.7863, 0.4565, -3.8051], [-7.0054, 0.3670, -5.0914], [-6.4775, -1.3089, -5.4140], [-7.2147, 0.0382, -2.9787], [-8.0228, 1.4966, -3.5867], [-6.1121, 0.9855, -5.0156], [-7.5920, 0.6867, -5.9483], [5.5872, 8.6068, 3.4187], [5.3889, 7.7580, 4.9765], [5.1128, 8.7157, 6.1077], [6.5276, 9.7438, 6.4526], [6.3008, 7.1925, 5.1518], [4.5573, 7.0657, 4.8600], [4.8946, 8.1544, 7.0144], [4.2778, 9.3733, 5.8805], [-2.8757, -5.6683, 1.6581], [-4.5549, -6.2798, 1.6016], [-5.3974, -5.5136, 0.6147], [-5.7006, -3.8368, 1.1498], [-4.9615, -6.2156, 2.6071], [-4.5012, -7.3244, 1.3014], [-6.3708, -5.9895, 0.5126], [-4.9205, -5.4733, -0.3617], [10.2181, 8.1692, 3.5586], [9.6824, 9.6540, 4.3928], [10.8016, 10.3158, 5.1542], [11.3232, 9.3443, 6.5561], [8.8661, 9.3773, 5.0531], [9.3094, 10.3322, 3.6272], [10.4572, 11.2736, 5.5405], [11.6723, 10.4749, 4.5233], [-6.1132, -0.3979, 2.3648], [-7.2338, 0.8223, 3.0342], [-6.5821, 1.6132, 4.1407], [-6.2410, 0.6025, 5.5668], [-8.1142, 0.2915, 3.3865], [-7.5146, 1.4856, 2.2182], [-7.2492, 2.4127, 4.4582], [-5.6381, 2.0425, 3.8134], [-11.1324, -4.1020, 0.6811], [-10.7401, -2.3789, 0.4577], [-9.8117, -2.1561, -0.7079], [-8.1752, -2.8102, -0.4038], [-10.3037, -2.0181, 1.3857], [-11.6770, -1.8555, 0.2745], [-9.6918, -1.0898, -0.8876], [-10.1886, -2.6251, -1.6126]],
  "forces_ev_per_angstrom": [[0.010, -0.210, -0.031], [-0.088, -0.094, -0.039], [-0.089, 0.185, 0.128], [-0.012, -0.122, 0.056], [0.003, -0.034, 0.133], [0.058, 0.082, 0.064], [0.147, 0.099, -0.029], [0.212, -0.109, 0.349], [-0.281, -0.048, -0.704], [0.080, 0.138, 0.385], [0.084, 0.387, -0.904], [-0.106, -0.040, 0.807], [0.091, -0.171, 0.008], [-0.237, 0.067, 0.097], [0.133, 0.217, 0.190], [-0.014, -0.192, -0.079], [-0.035, 0.092, -0.078], [0.110, -0.034, 0.060], [-0.071, 0.002, -0.024], [-0.086, 0.090, 0.033], [0.175, 0.059, 0.036], [-0.045, -0.091, 0.005], [0.122, 0.052, -0.118], [0.038, 0.043, -0.154], [-0.012, -0.020, 0.079], [-0.102, -0.083, -0.064], [0.027, 0.041, 0.038], [-0.052, 0.081, 0.010], [0.081, -0.087, -0.036], [-0.005, -0.109, -0.036], [-0.059, -0.148, 0.015], [0.224, -0.115, 0.048], [-0.056, -0.128, -0.044], [-0.078, -0.116, -0.023], [-0.009, 0.000, -0.032], [0.000, 0.053, -0.074], [-0.134, 0.126, 0.074], [0.016, 0.000, 0.049], [-0.017, 0.021, 0.023], [0.031, -0.064, 0.001], [-0.053, 0.017, 0.066], [-0.002, -0.015, 0.006], [0.010, 0.004, -0.026], [-0.025, -0.004, -0.009], [0.008, 0.020, -0.008], [-0.009, -0.002, 0.007], [0.046, -0.016, -0.096], [-0.046, -0.001, 0.079], [0.039, -0.010, 0.002], [-0.002, 0.006, -0.020], [-0.010, 0.007, 0.051], [-0.027, 0.026, 0.024], [-0.028, 0.003, 0.002], [0.051, 0.108, -0.078], [-0.060, -0.124, 0.022], [-0.019, 0.032, -0.028], [-0.015, 0.009, -0.011], [0.005, 0.036, 0.022], [0.004, 0.040, -0.039], [0.030, -0.016, 0.003], [0.071, 0.001, 0.002], [-0.023, 0.006, -0.063], [-0.017, 0.030, 0.008], [0.040, 0.085, -0.002], [-0.020, -0.044, 0.020], [0.015, -0.019, 0.001], [0.003, -0.005, 0.003], [0.001, -0.010, -0.004], [0.004, -0.015, 0.016], [-0.009, 0.001, -0.003], [0.017, 0.006, -0.030], [-0.046, -0.049, 0.021], [0.106, 0.011, -0.052], [0.001, -0.004, 0.003], [-0.014, -0.012, 0.026], [-0.011, 0.036, -0.004], [-0.004, 0.003, -0.004], [-0.087, 0.051, -0.051], [0.098, -0.085, 0.128], [-0.034, 0.004, -0.020], [0.029, 0.053, -0.042], [-0.040, 0.031, -0.035], [-0.036, -0.004, -0.037], [0.022, -0.034, -0.019], [-0.028, -0.003, 0.028], [-0.012, 0.015, -0.037], [-0.002, -0.065, 0.035], [0.008, -0.032, -0.052], [-0.024, 0.064, 0.097], [0.001, 0.006, -0.010], [-0.003, 0.023, -0.014], [0.019, 0.002, -0.001], [0.012, 0.002, -0.010], [0.016, 0.028, -0.010], [-0.044, -0.035, -0.020], [-0.044, -0.005, 0.035], [0.371, -0.053, 0.071], [0.016, 0.024, -0.001], [0.025, 0.006, -0.001], [-0.016, 0.002, 0.023], [0.001, 0.014, 0.003], [-0.002, -0.007, -0.004], [-0.034, -0.005, -0.016], [0.011, 0.019, -0.012], [0.002, -0.001, 0.004], [0.006, 0.001, -0.018], [0.007, -0.003, 0.001], [-0.004, -0.008, 0.004], [0.002, -0.015, 0.008], [-0.139, -0.068, -0.082], [0.024, -0.021, 0.057], [-0.009, 0.029, -0.003], [0.008, 0.001, 0.001], [0.012, -0.003, 0.027], [0.035, 0.003, -0.010], [-0.006, -0.017, 0.020], [-0.008, 0.001, -0.006], [0.008, -0.014, 0.013], [0.023, 0.016, 0.007], [0.025, 0.021, -0.110], [-0.241, 0.132, -0.079], [0.009, -0.016, 0.008], [-0.004, -0.019, -0.005], [-0.035, 0.007, 0.007], [-0.002, -0.007, 0.008]],
  "gap_ha": 0.302,
  "e_lumo_ev": -3.2,
  "homo_ev": -11.4459,
  "charge": 1,
  "max_force_ev_per_a": 0.987
}